Below is the ion C17H24ClN2O with charge +1 at a distorted geometry, with properties calculated with wB97M-V/def2-TZVPD.

Cartesian coordinates (Å):
C 3.175 2.319 1.425
C 3.587 1.052 0.696
N 2.702 0.728 -0.446
C 2.944 -0.644 -0.955
C 1.756 -1.189 -1.730
C 2.690 1.757 -1.510
C 1.376 2.570 -1.367
N 0.405 1.695 -0.726
C -0.564 2.312 0.184
C -1.256 1.228 0.942
C -1.404 0.993 2.277
C -2.151 -0.201 2.388
C -2.406 -0.626 1.108
C -3.114 -1.783 0.598
C -3.306 -1.945 -0.776
C -3.981 -3.041 -1.272
C -4.475 -3.996 -0.394
Cl -5.318 -5.368 -1.008
C -4.296 -3.851 0.976
C -3.621 -2.753 1.466
O -1.856 0.247 0.226
H 2.145 2.248 1.766
H 3.809 2.439 2.299
H 3.294 3.206 0.810
H 3.543 0.216 1.396
H 4.613 1.136 0.327
H 1.644 0.816 -0.163
H 3.129 -1.294 -0.097
H 3.845 -0.637 -1.573
H 1.979 -2.203 -2.049
H 1.540 -0.606 -2.621
H 0.868 -1.225 -1.102
H 2.717 1.265 -2.482
H 3.563 2.403 -1.436
H 1.060 2.940 -2.346
H 1.535 3.434 -0.721
H -0.108 1.143 -1.408
H -1.296 2.924 -0.361
H -0.037 2.958 0.889
H -1.043 1.601 3.081
H -2.458 -0.669 3.299
H -2.930 -1.196 -1.456
H -4.130 -3.158 -2.334
H -4.687 -4.597 1.649
H -3.484 -2.646 2.530

Output
energy above the lowest of the compared OMol25 structures with the same formula, charge and spin = 6.3 kcal/mol
SMILES = CC[NH+](CC)CCNCc1ccc(-c2ccc(Cl)cc2)o1
charge = +1
LUMO level = -2.2 eV
Kohn-Sham gap = 8.112 eV